DFT (the ωB97M-V functional and the def2-TZVPD basis) results for 2 unconnected molecules or ions with the total composition C5H8O4.

Structure (XYZ):
```
17
Properties=species:S:1:pos:R:3:nbo_charge:R:1
O -0.802 1.299 -0.392 -0.5035
C 0.114 0.928 0.299 0.4141
C 1.392 0.384 -0.297 -0.1993
O 2.261 0.047 0.789 -0.5003
C 3.445 -0.452 0.430 0.6472
O 3.815 -0.630 -0.705 -0.5723
H 0.070 0.960 1.415 0.1277
H 1.170 -0.494 -0.919 0.2253
H 1.834 1.139 -0.930 0.2272
H 4.036 -0.670 1.321 0.1300
C -2.819 0.257 0.056 -0.0885
C -2.071 -0.915 -0.392 -0.1104
O -3.207 -1.041 0.442 -0.5036
H -3.482 0.764 -0.645 0.1841
H -2.431 0.866 0.858 0.1826
H -1.124 -1.166 0.085 0.1563
H -2.202 -1.276 -1.417 0.1835
```

SMILES	O=CCOC=O.C1CO1
E_HOMO	-9.99	eV
frontier orbital gap	10.446	eV
total charge	0


DFT (the ωB97M-V functional and the def2-TZVPD basis) results for 10 unconnected molecules or ions with the total composition C5H31N2O9.

Structure (XYZ):
```
47
Properties=species:S:1:pos:R:3:nbo_charge:R:1
C 1.789 1.366 -0.233 -0.2529
N 2.434 0.047 -0.336 -0.8814
C 0.354 1.384 -0.689 -0.0490
N -0.584 0.849 0.411 -0.5445
C -1.868 1.593 0.432 -0.2631
C -1.697 2.888 -0.338 -0.4353
C -0.259 2.792 -0.859 -0.4127
H 2.387 2.074 -0.806 0.2245
H 1.842 1.697 0.805 0.2108
H 3.119 0.013 -1.068 0.3780
H 1.812 -0.725 -0.572 0.4084
H 0.090 0.800 -1.571 0.2289
H -0.109 0.773 1.333 0.4755
H -0.878 -0.112 0.254 0.4523
H -2.111 1.819 1.473 0.2257
H -2.687 0.942 0.132 0.2748
H -2.352 3.071 -1.192 0.2284
H -1.984 3.778 0.225 0.2373
H -0.220 3.177 -1.876 0.2368
H 0.430 3.490 -0.370 0.2200
H 1.412 -2.645 -1.832 0.5069
H 2.639 -3.117 -1.048 0.4818
O 1.888 -2.518 -0.991 -0.9791
H -2.910 -3.529 0.631 0.4991
H -3.092 -3.811 -0.940 0.4923
O -2.923 -3.165 -0.254 -0.9793
H -0.106 -1.535 2.235 0.4885
H 0.697 -2.466 1.365 0.4912
O 0.184 -1.649 1.320 -0.9731
H -0.125 1.104 3.929 0.5077
H 0.909 0.401 3.027 0.5097
O -0.039 0.610 3.107 -0.9895
H 2.938 2.640 3.656 0.4869
H 2.571 1.347 2.791 0.4951
O 2.247 2.167 3.194 -0.9972
H 2.884 -0.488 1.346 0.5167
H 3.058 -1.211 2.723 0.4876
O 2.768 -0.386 2.325 -1.0224
H -3.731 -1.347 -0.207 0.4905
H -4.695 -0.903 0.730 0.4773
O -3.949 -0.528 0.236 -0.9621
H -0.186 -4.316 -2.693 0.4886
H -1.025 -3.355 -1.717 0.4943
O -0.339 -3.423 -2.381 -0.9749
H -0.285 0.887 -5.540 0.4824
H -0.141 -0.678 -5.277 0.4817
O -0.157 0.197 -4.892 -0.9630
```

E_HOMO	-12.49	eV
frontier orbital gap	10.036	eV
total charge	+1


DFT (the ωB97M-V functional and the def2-TZVPD basis) results for 10 unconnected molecules or ions with the total composition C38H103N7O12.

Structure (XYZ):
```
160
Properties=species:S:1:pos:R:3:mulliken_charge:R:1
C 0.844 3.520 -1.031 -0.3359
O 0.074 4.043 -1.966 -0.1089
C 0.361 5.314 -2.449 -0.9844
C -0.900 5.794 -3.234 0.4866
C -1.161 5.029 -4.617 -0.9358
N -0.942 7.259 -3.368 -0.7112
H 0.639 3.981 -0.065 0.4556
H 1.879 3.599 -1.363 0.2934
H 0.452 2.505 -0.961 -0.4213
H 0.483 5.803 -1.483 0.3557
H 1.384 5.447 -2.802 0.4177
H -1.753 5.471 -2.637 0.1183
H -1.986 5.448 -5.193 0.4406
H -1.322 4.000 -4.296 -0.0330
H -0.290 5.008 -5.273 0.3540
H -1.420 7.577 -4.199 0.2328
H -1.464 7.679 -2.612 0.2579
C 5.027 7.663 -0.233 -0.6103
O 6.077 6.707 -0.285 -0.3746
C 5.661 5.398 -0.661 -0.8012
C 4.809 4.670 0.365 1.0318
C 5.355 4.779 1.771 -1.4015
N 4.589 3.248 0.050 -0.7198
H 4.077 7.179 -0.007 0.1765
H 4.866 8.043 -1.241 0.3315
H 5.204 8.446 0.505 0.2555
H 5.264 5.526 -1.668 0.3777
H 6.573 4.847 -0.889 0.3345
H 3.803 5.078 0.457 0.0737
H 4.901 4.054 2.447 0.4258
H 5.120 5.778 2.138 0.2046
H 6.440 4.706 1.836 0.2929
H 4.008 3.256 -0.776 0.2259
H 3.999 2.875 0.781 0.2139
C -4.088 -1.094 -5.058 -0.6477
O -2.946 -0.374 -5.501 -0.4926
C -1.900 -0.299 -4.595 0.5351
C -0.625 0.027 -5.212 0.5964
C 0.552 0.122 -4.257 -0.8126
N -0.790 1.232 -6.032 -0.7399
H -3.978 -2.160 -4.856 0.2253
H -4.877 -1.024 -5.808 0.3982
H -4.509 -0.635 -4.164 0.2338
H -2.112 0.461 -3.843 -0.0203
H -1.853 -1.224 -4.020 -0.3876
H -0.360 -0.710 -5.970 0.2259
H 1.557 -0.003 -4.661 0.4013
H 0.469 -0.513 -3.375 -0.0168
H 0.533 1.028 -3.652 0.0405
H -1.749 1.426 -6.284 0.3367
H -0.511 2.087 -5.571 0.2011
C 2.402 7.017 3.609 -0.8831
O 1.637 5.845 3.667 -0.2086
C 1.639 5.306 4.971 -0.8104
C 0.812 3.988 5.127 0.3213
C 1.232 2.855 4.157 -1.1855
N -0.573 4.303 4.737 -0.8314
H 1.884 7.839 4.102 0.3519
H 2.550 7.281 2.562 0.2265
H 3.447 6.941 3.911 0.3445
H 2.666 4.986 5.142 0.3165
H 1.351 6.018 5.744 0.4479
H 0.787 3.639 6.159 0.4588
H 2.301 2.644 4.178 0.3930
H 0.837 2.961 3.147 0.0335
H 0.854 1.909 4.545 0.4223
H -0.905 5.029 5.357 0.2848
H -0.398 4.882 3.929 0.3154
C -0.933 -2.421 3.320 -0.3125
O -1.894 -1.758 2.526 -0.3835
C -2.371 -2.421 1.344 0.9811
C -3.669 -3.179 1.751 0.8966
C -4.154 -4.271 0.727 -1.2845
N -4.756 -2.218 1.894 -0.8010
H -0.490 -1.666 3.968 0.1166
H -0.212 -2.894 2.653 -0.0358
H -1.569 -3.124 3.858 0.4062
H -2.642 -1.671 0.601 -0.3237
H -1.730 -3.108 0.792 -0.8387
H -3.570 -3.700 2.704 0.4559
H -3.267 -4.892 0.603 0.4441
H -4.708 -3.874 -0.124 -0.1534
H -4.976 -4.759 1.251 0.4222
H -4.953 -1.837 0.980 -0.1173
H -4.273 -1.414 2.268 0.4323
C 1.564 -8.882 2.446 -0.7041
O 2.022 -7.639 2.867 -0.3781
C 1.983 -6.636 1.813 -0.2799
C 0.662 -6.146 1.315 -0.5330
N 0.975 -5.045 0.365 0.5673
C 1.117 -5.333 -1.075 -0.8820
C 1.306 -4.020 -1.873 -0.4908
O 0.106 -3.280 -1.764 0.2310
C -0.929 -3.714 -2.687 -1.0497
H 2.253 -9.404 1.782 0.2786
H 0.642 -8.822 1.868 0.2801
H 1.419 -9.514 3.322 0.2673
H 2.597 -6.956 0.971 0.4376
H 2.617 -5.861 2.244 -0.1719
H 0.036 -5.798 2.137 0.3156
H 0.009 -6.842 0.788 0.4004
H 0.320 -4.293 0.525 -0.4334
H 0.293 -5.960 -1.414 0.3102
H 1.986 -5.987 -1.148 0.5146
H 1.617 -4.476 -2.812 0.4053
H 2.156 -3.497 -1.433 -0.0878
H -1.915 -3.280 -2.518 0.2145
H -1.025 -4.783 -2.875 0.3457
H -0.565 -3.367 -3.653 0.3218
C -6.541 -4.041 -3.568 -0.8286
O -6.723 -2.785 -2.954 -0.2635
C -7.278 -2.821 -1.605 -0.5418
C -7.326 -1.366 -0.966 -0.7787
N -5.906 -0.914 -0.758 0.2010
C -5.952 0.585 -0.557 -1.0429
C -4.550 1.066 -0.213 -0.5737
O -3.619 0.432 -1.146 -0.1089
C -2.270 0.719 -0.870 -1.2205
H -5.852 -4.675 -3.010 0.2972
H -6.147 -3.923 -4.578 0.2337
H -7.529 -4.499 -3.626 0.3646
H -6.687 -3.505 -0.995 0.2654
H -8.321 -3.134 -1.579 0.4583
H -7.795 -1.502 0.008 0.3716
H -7.800 -0.619 -1.603 0.4169
H -5.433 -1.052 -1.639 -0.0272
H -6.597 0.822 0.289 0.3789
H -6.351 1.143 -1.404 0.5504
H -4.277 0.798 0.808 0.2883
H -4.413 2.139 -0.342 0.4568
H -1.930 1.635 -1.353 0.5287
H -1.714 -0.124 -1.279 0.0326
H -1.934 0.698 0.167 0.7002
C 3.004 -3.389 3.662 -0.4923
C 3.341 -2.659 4.907 -0.6301
O 2.294 -2.815 5.877 -0.5091
H 2.394 -4.283 3.793 0.4574
H 3.851 -3.777 3.095 0.4191
H 2.447 -2.776 2.955 -0.0760
H 3.379 -1.581 4.745 0.2401
H 4.338 -3.014 5.167 0.2985
H 2.549 -3.623 6.327 0.3326
C 5.068 -2.771 0.344 -0.7662
C 5.183 -1.645 1.420 0.0549
O 4.697 -0.413 0.819 -0.4221
H 4.329 -3.394 0.848 -0.0546
H 6.029 -3.285 0.335 0.3272
H 4.593 -2.709 -0.635 0.3349
H 6.216 -1.418 1.688 0.5501
H 4.548 -1.798 2.293 -0.2588
H 5.524 0.075 0.805 0.2100
C 0.910 -0.973 -0.030 1.3952
C 1.298 0.029 1.097 -1.0224
O 2.224 0.947 0.523 -0.2211
H 0.456 -0.395 -0.835 -0.8816
H 0.105 -1.586 0.377 -0.0357
H 1.797 -1.495 -0.389 0.1449
H 1.675 -0.387 2.032 0.2361
H 0.535 0.718 1.459 0.1752
H 3.102 0.562 0.563 0.2575
```

SMILES	COC[C@H](C)N.COC[C@H](C)N.COC[C@H](C)N.COC[C@H](C)N.COC[C@H](C)N.COCCNCCOC.COCCNCCOC.CCO.CCO.CCO
E_HOMO	-8.74	eV
frontier orbital gap	9.334	eV
total charge	0


DFT (the ωB97M-V functional and the def2-TZVPD basis) results for a molecular structure, C58H53ClFGeMoN2O2P3.

Structure (XYZ):
```
122
Properties=species:S:1:pos:R:3:lowdin_spin:R:1
Mo -0.058 0.144 0.258 0.8820
F -1.786 4.814 3.478 0.0008
Ge -1.246 3.402 2.538 0.0071
C -0.530 2.440 4.119 0.0014
C -0.670 3.143 5.317 0.0002
C -0.370 2.561 6.535 -0.0003
C 0.057 1.242 6.584 0.0003
C 0.214 0.539 5.407 0.0003
C -0.049 1.133 4.166 0.0081
P 0.261 0.035 2.738 0.0339
C 2.008 -0.466 2.979 0.0066
C 2.826 0.044 3.987 0.0008
C 4.119 -0.428 4.147 0.0004
C 4.626 -1.392 3.290 0.0004
C 3.838 -1.869 2.254 0.0008
C 2.538 -1.408 2.097 0.0107
C -0.719 -1.378 3.372 0.0051
C -0.183 -2.608 3.733 0.0033
C -1.022 -3.615 4.190 0.0001
C -2.389 -3.397 4.288 0.0004
C -2.925 -2.166 3.935 -0.0001
C -2.093 -1.159 3.473 0.0022
C 0.033 4.463 1.441 0.0014
C -0.020 5.833 1.700 0.0002
C 0.932 6.701 1.193 0.0000
C 1.980 6.208 0.433 -0.0001
C 2.035 4.857 0.152 -0.0004
C 1.051 3.976 0.619 0.0011
P 1.209 2.261 0.009 0.0085
C 1.134 2.461 -1.813 0.0026
C 0.928 1.260 -2.473 0.0002
C 0.838 1.175 -3.850 -0.0004
C 0.941 2.340 -4.592 0.0002
C 1.139 3.554 -3.952 0.0001
C 1.238 3.622 -2.570 0.0006
C 3.003 2.057 0.306 -0.0004
C 3.950 1.996 -0.712 -0.0001
C 5.301 1.975 -0.398 0.0000
C 5.712 2.003 0.927 -0.0002
C 4.770 2.056 1.946 0.0001
C 3.422 2.094 1.635 -0.0002
C -3.079 2.952 1.910 0.0020
C -4.070 3.734 2.511 0.0003
C -5.378 3.710 2.064 0.0000
C -5.718 2.932 0.968 0.0000
C -4.758 2.130 0.386 -0.0005
C -3.443 2.097 0.872 0.0015
P -2.391 0.910 -0.040 0.0045
C -2.557 1.737 -1.659 0.0011
C -2.069 3.041 -1.713 -0.0011
C -2.267 3.816 -2.841 0.0002
C -2.946 3.292 -3.933 -0.0010
C -3.426 1.994 -3.887 0.0003
C -3.240 1.216 -2.752 -0.0004
C -3.478 -0.564 -0.085 0.0023
C -3.346 -1.497 -1.118 0.0027
C -4.138 -2.634 -1.145 0.0022
C -5.070 -2.861 -0.142 -0.0010
C -5.202 -1.947 0.892 0.0023
C -4.408 -0.811 0.926 -0.0013
H -1.031 4.161 5.298 0.0001
H -0.489 3.132 7.446 0.0000
H 0.264 0.765 7.532 0.0000
H 0.539 -0.493 5.448 0.0001
H 2.461 0.813 4.652 0.0000
H 4.731 -0.044 4.952 0.0001
H 5.633 -1.764 3.424 0.0001
H 4.233 -2.613 1.573 0.0001
H 1.936 -1.805 1.294 0.0054
H 0.884 -2.782 3.670 0.0001
H -0.604 -4.570 4.481 0.0000
H -3.035 -4.184 4.652 0.0000
H -3.987 -1.988 4.034 0.0000
H -2.498 -0.185 3.210 0.0003
H -0.808 6.230 2.321 0.0001
H 0.869 7.757 1.420 0.0000
H 2.750 6.869 0.059 0.0000
H 2.864 4.472 -0.428 0.0000
H 1.454 -0.625 -1.798 -0.0004
H 0.676 0.217 -4.329 0.0000
H 0.857 2.300 -5.670 0.0000
H 1.205 4.465 -4.532 0.0000
H 1.371 4.579 -2.090 0.0000
H 3.639 1.980 -1.748 0.0000
H 6.035 1.958 -1.193 0.0000
H 6.768 2.004 1.165 0.0000
H 5.091 2.094 2.979 0.0000
H 2.683 2.189 2.424 0.0001
H -3.813 4.383 3.334 0.0001
H -6.123 4.321 2.555 0.0000
H -6.726 2.944 0.574 0.0000
H -5.027 1.517 -0.464 0.0000
H -1.561 3.463 -0.851 -0.0002
H -1.907 4.836 -2.868 0.0000
H -3.112 3.899 -4.813 -0.0001
H -3.968 1.586 -4.730 0.0001
H -3.648 0.216 -2.725 0.0001
H -2.615 -1.340 -1.899 0.0002
H -4.031 -3.344 -1.955 0.0001
H -5.698 -3.741 -0.175 -0.0001
H -5.938 -2.113 1.668 0.0001
H -4.535 -0.106 1.736 -0.0001
O 3.400 -0.848 -0.997 -0.0006
H 3.972 -1.341 -1.597 0.0000
H 3.916 -0.702 -0.193 0.0000
O -0.512 -0.421 -1.651 0.0581
N 0.737 0.090 -1.647 -0.0124
Cl -0.912 -2.176 0.542 0.1466
C 0.858 -4.798 0.375 0.0409
C 0.641 -3.813 -0.792 0.0538
C 1.872 -3.802 -1.696 0.0014
C -0.604 -4.213 -1.593 0.0199
N 0.525 -2.470 -0.230 0.6873
H 0.972 -5.806 -0.018 0.0052
H 0.008 -4.782 1.060 0.0005
H 1.759 -4.534 0.932 0.0001
H 2.048 -4.805 -2.081 -0.0003
H 2.749 -3.485 -1.134 0.0000
H 1.724 -3.133 -2.546 0.0000
H -0.440 -5.172 -2.081 0.0015
H -0.814 -3.463 -2.359 -0.0003
H -1.476 -4.306 -0.945 0.0004
```

E_HOMO (spin up / spin down)	-13.23 / -13.02	eV
frontier orbital gap (spin up / spin down)	7.439 / 6.697	eV
2S+1	3
total charge	+2